Computed, not measured: C25H16F5N5OZr as an isolated structure, with ωB97M-V/def2-TZVPD.

Properties
Net charge: +2
Orbital gap in eV: 7.1606
Spin multiplicity: 1
Maximum force in eV Å⁻¹: 0.8
E_LUMO in eV: -7.45
Energy in Ha: -1857.12597

Cartesian coordinates (Å):
Zr: -0.52552 1.31643 -0.90517
F: -1.78961 2.28711 -3.80454
C: -2.79832 2.15090 -2.92006
C: -2.54724 1.68985 -1.63206
C: -3.63019 1.57636 -0.78595
F: -3.41574 1.10358 0.46768
C: -4.92384 1.88831 -1.15426
F: -5.93764 1.76131 -0.31800
C: -5.13586 2.34680 -2.45114
F: -6.35125 2.65391 -2.84268
C: -4.07291 2.47816 -3.34254
F: -4.29868 2.90705 -4.57187
N: 0.08734 -1.29603 -4.39196
C: 0.53101 -0.18860 -3.80427
N: 0.01704 -0.02386 -2.59339
C: -0.84328 -1.12979 -2.39797
C: -1.66112 -1.46226 -1.31581
C: -2.42634 -2.60422 -1.42510
C: -2.37055 -3.40677 -2.57886
C: -1.56078 -3.09166 -3.64934
C: -0.80365 -1.93067 -3.53006
H: 0.35148 -1.59924 -5.31823
H: 1.22083 0.49010 -4.28131
H: -1.73912 -0.88261 -0.38870
H: -3.07889 -2.89039 -0.61234
H: -2.98313 -4.29626 -2.62509
H: -1.52283 -3.71574 -4.53129
C: -0.49273 4.00567 1.57646
C: -0.47210 2.98220 0.53517
O: -0.01234 3.23556 -0.62735
H: 0.36568 3.77437 2.22406
H: -1.37458 3.88891 2.20506
H: -0.38271 5.01789 1.19051
N: 5.41797 -3.20164 7.20841
C: 4.93170 -2.71584 6.28956
C: 4.31669 -2.10216 5.14171
C: 3.03009 -1.57959 5.25210
C: 2.43573 -0.97982 4.15498
C: 3.13764 -0.93107 2.96181
C: 4.41527 -1.44755 2.83158
C: 5.01003 -2.03335 3.93646
N: 2.51482 -0.31984 1.81168
C: 3.10286 0.56758 0.93848
C: 2.15412 0.86688 0.01804
N: 0.99343 0.16661 0.30966
C: 1.25951 -0.53063 1.40906
H: 2.50784 -1.63063 6.19695
H: 1.45231 -0.53769 4.24675
H: 4.93672 -1.41688 1.88425
H: 6.00575 -2.44750 3.86360
H: 4.11512 0.90931 1.06549
H: 2.25624 1.53086 -0.83130
H: 0.58371 -1.20343 1.91116